# 1
Computed, not measured: C20H25NO9Si2 as an isolated structure at a distorted geometry, with ωB97M-V/def2-TZVPD.

Computed properties:
Multiplicity ... 1
Charge ... 0
HOMO level ... -7.64 eV
Orbital gap ... 5.77 eV

```
57
Properties=species:S:1:pos:R:3:nbo_charge:R:1
Si -3.5578 0.7448 1.9729 1.184
O -3.5398 0.2345 0.2902 -1.209
Si -2.1247 0.8905 -0.5677 1.402
C -0.7884 -0.4364 -0.9948 -0.899
C 0.1664 -0.8616 0.3043 -0.415
C 0.5012 0.3888 1.3108 -0.431
C 1.8441 0.1244 2.2722 -0.209
N 1.7930 1.2584 3.3174 -0.407
C 2.4949 2.5564 2.9834 -0.098
C 2.2223 3.5919 4.2615 -0.315
C 1.3107 2.7380 5.3378 -0.311
C 1.0727 1.2588 4.6521 -0.098
H -4.8471 0.6300 2.6401 -0.187
H -2.6266 -0.1230 2.7386 -0.220
H -3.0141 2.1154 2.1548 -0.188
H -1.5932 1.9607 0.3147 -0.203
H -2.4768 1.5574 -1.8215 -0.178
H -0.0337 0.0532 -1.7796 0.236
H -1.2225 -1.3926 -1.5548 0.251
H -0.3162 -1.7980 0.8234 0.219
H 1.1829 -1.2512 -0.1850 0.206
H 0.7784 1.3490 0.6720 0.213
H -0.3722 0.6259 2.0890 0.232
H 2.8380 0.1373 1.6549 0.223
H 1.6949 -0.8711 2.9112 0.227
H 3.0839 2.7656 1.9861 0.237
H 2.6210 4.6958 4.2849 0.242
H 0.8868 3.1368 6.3631 0.247
H 0.4610 0.3314 5.0405 0.241
C -2.1107 3.4335 -4.7951 -0.359
C -2.0074 4.0895 -5.9526 0.302
C -0.7179 4.6952 -6.3861 0.469
O -0.6490 5.2756 -7.4638 -0.517
C 0.4383 4.5735 -5.4845 -0.352
C 0.3339 3.9205 -4.3254 0.295
C -0.9482 3.2913 -3.9051 0.481
O -1.0084 2.6818 -2.8425 -0.540
O 1.4157 3.8046 -3.4720 -0.641
O -3.0964 4.2295 -6.7932 -0.639
H -3.0413 2.9865 -4.4687 0.251
H 1.3647 5.0337 -5.8035 0.249
H 1.0877 3.2887 -2.7035 0.503
H -2.7667 4.7402 -7.5644 0.505
C 2.0899 -5.1737 0.8199 -0.359
C 1.9755 -6.4678 0.5151 0.302
C 0.8145 -7.2735 0.9846 0.469
O 0.7271 -8.4559 0.6726 -0.517
C -0.1942 -6.6058 1.8220 -0.352
C -0.0779 -5.3125 2.1296 0.295
C 1.0686 -4.5006 1.6371 0.476
O 1.1386 -3.3096 1.9213 -0.536
O -1.0208 -4.6794 2.9184 -0.639
O 2.9328 -7.1079 -0.2503 -0.640
H 2.9274 -4.5756 0.4835 0.248
H -1.0236 -7.2073 2.1713 0.250
H -0.7142 -3.7496 2.9958 0.503
H 2.6231 -8.0361 -0.3327 0.505
```

# 2
Computed, not measured: C3H6N3O2 as an isolated structure at a distorted geometry, with ωB97M-V/def2-TZVPD.

Computed properties:
Relative energy (zero: lowest compared OMol25 entry of this formula, charge and spin) ... 95.4 kcal/mol
Multiplicity ... 1
Charge ... +1
HOMO level (spin up / spin down) ... -14.32 / -14.32 eV
Orbital gap (spin up / spin down) ... 8.76 / 8.76 eV

```
14
Properties=species:S:1:pos:R:3:nbo_charge:R:1
C 0.1916 -0.3541 0.0393 0.489
C -1.0954 -0.8558 0.0304 -0.239
C 2.1602 0.2182 0.0579 -0.044
N 1.5842 -1.1306 0.0879 -0.547
N -2.1816 -0.0928 -0.0011 0.492
N 0.8395 0.7985 0.1005 -0.497
O -1.9403 1.2529 -0.0166 -0.517
O -3.3161 -0.4673 -0.0347 -0.271
H -1.2540 -1.9251 0.0295 0.286
H 2.7653 0.4300 0.9456 0.227
H 2.7256 0.4774 -0.8458 0.224
H 1.7940 -1.8239 -0.6171 0.415
H 0.5156 1.7341 0.2972 0.451
H -2.7886 1.7385 -0.0731 0.531
```

# 3
Computed, not measured: an isolated molecule of C2H6N4O2 at a distorted geometry, with ωB97M-V/def2-TZVPD.

Computed properties:
Structure (SMILES) ... [H]/N=C(/NO)N/C=N/O
Relative energy (zero: lowest compared OMol25 entry of this formula, charge and spin) ... 149.5 kcal/mol
Multiplicity ... 1
Charge ... 0
HOMO level ... -9.25 eV
Orbital gap ... 9.76 eV

```
14
Properties=species:S:1:pos:R:3:nbo_charge:R:1
H -0.4269 -1.0455 3.1410 0.382
N 0.2729 -0.9736 2.2680 -0.812
C -0.0629 -0.5203 1.0932 0.565
N 0.3589 -1.2888 0.0893 -0.307
O 1.3643 -2.2382 0.3321 -0.536
N -1.2237 0.3760 0.5154 -0.673
C -0.9025 1.2102 -0.5889 0.257
N -0.1558 0.9912 -1.5812 -0.252
O 0.1516 2.3706 -2.0879 -0.560
H 0.6258 -0.6609 -0.6032 0.382
H 1.1558 -2.6293 1.1882 0.493
H -1.8287 0.8434 1.3744 0.426
H -1.2412 2.4522 -0.3428 0.177
H 0.6151 2.1084 -2.7773 0.459
```

# 4
Computed, not measured: a 6-piece molecular cluster, C40H85BN6O12S overall at a distorted geometry, with ωB97M-V/def2-TZVPD.

Computed properties:
Structure (SMILES) ... C=CC[C@@]1(Cc2cccc(C)c2)OS(=O)(=O)O[C@@]1(CCN(CC)C(C)=O)B(O)OC.COC[C@@H](C)N.COC[C@@H](C)N.COC[C@@H](C)N.COC[C@@H](C)N.COC[C@@H](C)N
Multiplicity ... 1
Charge ... 0
HOMO level ... -8.09 eV
Orbital gap ... 7.31 eV

```
145
Properties=species:S:1:pos:R:3:lowdin_charge:R:1
C -1.3292 -5.3706 0.6732 -0.033
C -1.3032 -4.1232 -0.1920 -0.119
C -2.6949 -3.3708 -0.6517 -0.109
C -2.9480 -3.8125 -2.2339 -0.300
C -3.5163 -5.3401 -2.0644 -0.089
C -5.0135 -5.5740 -2.7724 -0.119
C -6.3102 -5.8874 -1.7823 -0.036
C -7.8408 -6.1858 -2.3307 -0.070
C -8.0881 -6.1815 -3.9601 -0.031
C -6.7936 -5.8458 -4.9603 -0.170
C -7.0497 -5.8074 -6.5796 -0.135
C -5.2849 -5.5554 -4.3890 0.001
O -4.1559 -2.9785 -2.5473 -0.215
S -4.0479 -2.2309 -4.1140 0.953
O -5.2934 -2.4085 -5.0677 -0.315
O -3.9266 -0.6570 -4.1325 -0.315
O -2.6206 -3.1235 -4.5518 -0.223
C -1.7954 -3.4702 -3.3470 -0.214
C -0.5934 -4.5560 -3.6498 -0.079
C -0.2268 -4.6878 -5.2709 -0.178
N 1.1183 -5.3256 -5.5382 -0.084
C 1.3096 -6.6344 -4.8046 -0.224
C 0.0885 -7.7393 -5.0969 -0.107
C 1.1403 -5.5362 -7.0585 -0.271
C 2.1735 -6.5926 -7.8248 -0.040
O 0.3345 -4.8297 -7.8998 -0.077
B -0.9251 -2.0449 -3.1866 -0.378
O 0.4024 -1.8336 -3.8656 0.021
O -1.4173 -0.8704 -2.4046 -0.086
C -0.9090 0.3985 -3.0148 -0.065
H -1.6167 -5.3117 1.8085 0.071
H -1.0767 -6.3756 0.0982 0.071
H -0.2923 -3.6640 -0.6014 0.121
H -3.5882 -3.7112 0.0633 0.144
H -2.6444 -2.1860 -0.5141 0.129
H -2.8310 -6.1793 -2.5203 0.116
H -3.6818 -5.6521 -0.9240 0.114
H -6.0588 -5.9114 -0.6169 0.085
H -8.6926 -6.4318 -1.5400 0.085
H -9.1692 -6.4223 -4.3414 0.085
H -6.1019 -5.5512 -7.2253 0.082
H -7.6065 -6.7811 -6.9823 0.087
H -7.8252 -4.9207 -6.7729 0.090
H -4.3680 -5.3283 -5.0939 0.099
H -0.8679 -5.6691 -3.3168 0.103
H 0.4173 -4.3156 -3.0619 0.140
H -1.1144 -5.3020 -5.7692 0.143
H -0.2833 -3.5832 -5.6923 0.133
H 2.3069 -7.2152 -5.1101 0.128
H 1.3942 -6.5117 -3.6203 0.128
H 0.0938 -8.1132 -6.2148 0.077
H 0.3117 -8.6854 -4.4050 0.093
H -0.9527 -7.3306 -4.7472 0.063
H 1.7705 -7.6766 -7.5390 0.077
H 2.0085 -6.5127 -9.0014 0.105
H 3.2843 -6.4276 -7.4952 0.091
H 0.1710 -1.6223 -4.8175 0.123
H 0.2473 0.5593 -2.8348 0.098
H -1.4537 1.3112 -2.4771 0.125
H -1.1855 0.3310 -4.1701 0.118
C 0.0738 -2.1803 2.8584 -0.102
O -1.2797 -2.0597 2.4476 -0.215
C -2.1358 -1.4343 3.4081 -0.193
C -2.1132 0.1110 3.3648 -0.428
C -0.8785 0.7193 4.0247 -0.061
N -2.2158 0.6147 1.9867 0.043
H 0.1648 -2.3681 3.9325 0.090
H 0.6310 -1.2845 2.5777 0.076
H 0.5167 -3.0243 2.3222 0.079
H -3.1503 -1.7619 3.1527 0.121
H -1.9335 -1.8131 4.4170 0.110
H -2.9858 0.4680 3.9252 0.128
H 0.0232 0.6050 3.4183 0.067
H -1.0219 1.7947 4.1825 0.086
H -0.6932 0.2636 5.0028 0.058
H -3.0863 0.2730 1.5790 0.071
H -1.4911 0.1423 1.4368 0.071
C 4.2052 1.9651 -1.7685 -0.107
O 3.3256 0.8731 -1.9904 -0.195
C 3.2899 0.4081 -3.3428 -0.198
C 4.4180 -0.5870 -3.7000 -0.425
C 5.7685 0.0844 -3.9350 -0.075
N 4.5723 -1.6226 -2.6670 0.037
H 4.2405 2.6479 -2.6226 0.093
H 5.2051 1.5974 -1.5306 0.073
H 3.8434 2.5200 -0.8983 0.084
H 2.3337 -0.1183 -3.4459 0.090
H 3.2566 1.2497 -4.0448 0.121
H 4.1364 -1.0796 -4.6386 0.135
H 6.2408 0.4177 -3.0077 0.063
H 6.4639 -0.6157 -4.4126 0.076
H 5.6649 0.9504 -4.5968 0.078
H 3.6890 -2.1246 -2.5745 0.067
H 4.6705 -1.1410 -1.7675 0.072
C 6.0738 5.2480 -0.4190 -0.105
O 4.7203 5.3686 -0.8299 -0.209
C 3.8642 5.9940 0.1306 -0.197
C 3.8868 7.5392 0.0874 -0.428
C 5.1215 8.1476 0.7473 -0.070
N 3.7842 8.0430 -1.2908 0.035
H 6.1648 5.0602 0.6550 0.092
H 6.6310 6.1438 -0.6997 0.074
H 6.5167 4.4040 -0.9552 0.084
H 2.8497 5.6664 -0.1248 0.121
H 4.0665 5.6152 1.1395 0.117
H 3.0142 7.8963 0.6478 0.133
H 6.0232 8.0333 0.1408 0.064
H 4.9781 9.2230 0.9050 0.070
H 5.3068 7.6919 1.7254 0.079
H 2.9137 7.7013 -1.6984 0.072
H 4.5089 7.5706 -1.8406 0.072
C 3.8697 10.9910 3.6691 -0.106
O 4.2278 9.7142 4.1761 -0.205
C 3.9885 9.5456 5.5763 -0.198
C 2.5378 9.1418 5.9265 -0.431
C 1.5521 10.3059 5.8677 -0.075
N 2.0526 8.0602 5.0557 0.034
H 4.0529 11.7899 4.3939 0.090
H 2.8236 10.9895 3.3571 0.075
H 4.4774 11.1854 2.7809 0.082
H 4.6487 8.7283 5.8895 0.119
H 4.3073 10.4324 6.1369 0.117
H 2.5395 8.7741 6.9598 0.134
H 1.3118 10.6037 4.8442 0.064
H 0.6067 10.0290 6.3489 0.078
H 1.9476 11.1802 6.3948 0.078
H 2.6684 7.2541 5.1638 0.071
H 2.2120 8.3563 4.0874 0.068
C -0.7842 -0.0499 7.8139 -0.116
O -1.6794 1.0313 7.6012 -0.198
C -3.0199 0.6374 7.2938 -0.200
C -3.8876 0.3235 8.5343 -0.429
C -3.5957 -1.0423 9.1502 -0.074
N -3.7420 1.3565 9.5712 0.034
H -1.0091 -0.9057 7.1704 0.082
H -0.7990 -0.3464 8.8644 0.074
H 0.2271 0.2976 7.5846 0.090
H -3.4669 1.4970 6.7809 0.123
H -3.0288 -0.1904 6.5748 0.106
H -4.9347 0.3117 8.2081 0.135
H -2.6518 -1.0638 9.7003 0.064
H -4.3845 -1.3161 9.8607 0.078
H -3.5606 -1.8194 8.3797 0.077
H -4.0201 2.2553 9.1768 0.073
H -2.7385 1.4708 9.7460 0.073
```

# 5
Computed, not measured: C29H39GdN3OP2 as an isolated structure at a distorted geometry, with ωB97M-V/def2-TZVPD.

Computed properties:
⟨S²⟩ ... 15.89
Multiplicity ... 8
Charge ... +1
HOMO level (spin up / spin down) ... -8.56 / -10.56 eV
Orbital gap (spin up / spin down) ... 5.21 / 6.38 eV

```
75
Properties=species:S:1:pos:R:3:lowdin_charge:R:1
C 4.8304 1.0130 -3.2686 -0.039
C 4.3012 1.0391 -1.9858 -0.234
C 3.4519 2.1660 -1.6612 -0.232
C 2.6474 2.6953 -2.7149 -0.170
C 3.1686 2.6340 -4.0063 -0.025
C 4.2938 1.8465 -4.2678 -0.057
C 1.3360 3.3076 -2.3235 -0.101
C 1.5578 4.1255 -1.0923 -0.171
C 2.3940 3.5506 -0.0881 -0.228
C 2.1152 3.9071 1.2842 -0.222
C 1.6131 5.1801 1.5091 -0.031
C 1.1067 5.9405 0.4394 -0.049
C 1.0334 5.3952 -0.8454 -0.020
H 5.6281 0.3084 -3.5203 0.121
H 2.6962 3.2282 -4.7923 0.122
H 4.7454 1.8487 -5.2628 0.112
H 0.8346 3.8534 -3.1329 0.131
H 1.5618 5.5775 2.5268 0.120
H 0.7560 6.9590 0.6176 0.113
H 0.5734 5.9484 -1.6716 0.123
N 3.4068 2.6918 -0.4029 0.209
Gd 0.1455 0.6131 -0.8332 0.959
C 4.4551 -0.0633 -0.9823 -0.267
H 4.7691 0.3324 -0.0049 0.090
H 5.1536 -0.8579 -1.3071 0.100
C 2.3309 2.8745 2.3485 -0.272
H 3.3692 2.5001 2.3362 0.092
H 2.0672 3.2329 3.3620 0.096
P 2.7539 -0.8614 -0.6615 0.779
P 1.2696 1.3400 1.9887 0.793
C -0.2527 1.8639 2.8736 -0.293
H -0.9096 0.9911 3.0039 0.039
H 0.0084 2.2835 3.8580 0.049
H -0.7756 2.6143 2.2701 0.024
C 1.9927 0.2980 3.3127 -0.291
H 1.9981 0.8460 4.2679 0.056
H 1.4022 -0.6179 3.4326 0.026
H 3.0213 0.0261 3.0401 0.034
C 2.6200 -1.9075 -2.1689 -0.278
H 3.5191 -2.5321 -2.2689 0.054
H 1.7370 -2.5554 -2.0708 0.042
H 2.5007 -1.2816 -3.0615 0.043
C 3.3222 -2.1485 0.5116 -0.280
H 2.5048 -2.8488 0.7146 0.032
H 4.1700 -2.7030 0.0850 0.056
H 3.6297 -1.6833 1.4543 0.033
H 0.5399 2.3660 -2.0208 -0.003
H -0.7278 2.1359 -0.1786 -0.158
C -6.9417 -2.1782 -1.1871 -0.069
C -6.1815 -3.4283 -0.7974 -0.198
N -4.9529 -3.1824 -0.0255 -0.060
C -5.1500 -3.0785 1.4317 -0.210
C -5.5098 -4.4243 2.0422 -0.076
C -3.9220 -2.5624 -0.7035 -0.387
O -4.0352 -2.2255 -1.8814 0.074
C -2.6164 -2.3815 0.0378 -0.092
C -2.1058 -3.3474 0.9178 0.025
C -0.8909 -3.1175 1.5711 -0.005
C -0.2050 -1.9447 1.2966 -0.116
N -0.6650 -1.0272 0.4015 -0.176
C -1.8481 -1.2661 -0.2650 -0.092
H -7.1543 -1.5549 -0.3137 0.075
H -7.8876 -2.4640 -1.6537 0.083
H -6.3581 -1.6051 -1.9112 0.071
H -6.7934 -4.0831 -0.1704 0.106
H -5.8811 -3.9672 -1.7063 0.132
H -4.2420 -2.6893 1.9023 0.107
H -5.9615 -2.3570 1.6271 0.127
H -4.7757 -5.1889 1.7616 0.077
H -5.5097 -4.3418 3.1342 0.084
H -6.5023 -4.7579 1.7226 0.071
H -2.6689 -4.2690 1.0675 0.128
H -0.4782 -3.8279 2.2916 0.127
H 0.7448 -1.6989 1.7663 0.075
H -2.1743 -0.5043 -0.9980 0.088
```

Please write out number 2 again, unchanged.
Computed, not measured: C3H6N3O2 as an isolated structure at a distorted geometry, with ωB97M-V/def2-TZVPD.

Computed properties:
Relative energy (zero: lowest compared OMol25 entry of this formula, charge and spin) ... 95.4 kcal/mol
Multiplicity ... 1
Charge ... +1
HOMO level (spin up / spin down) ... -14.32 / -14.32 eV
Orbital gap (spin up / spin down) ... 8.76 / 8.76 eV

```
14
Properties=species:S:1:pos:R:3:nbo_charge:R:1
C 0.1916 -0.3541 0.0393 0.489
C -1.0954 -0.8558 0.0304 -0.239
C 2.1602 0.2182 0.0579 -0.044
N 1.5842 -1.1306 0.0879 -0.547
N -2.1816 -0.0928 -0.0011 0.492
N 0.8395 0.7985 0.1005 -0.497
O -1.9403 1.2529 -0.0166 -0.517
O -3.3161 -0.4673 -0.0347 -0.271
H -1.2540 -1.9251 0.0295 0.286
H 2.7653 0.4300 0.9456 0.227
H 2.7256 0.4774 -0.8458 0.224
H 1.7940 -1.8239 -0.6171 0.415
H 0.5156 1.7341 0.2972 0.451
H -2.7886 1.7385 -0.0731 0.531
```

Q: multiplicity of number 4 (C40H85BN6O12S)?
A: 1